Computed, not measured: 2 unconnected molecules or ions with the total composition C5H14, with wB97M-V/def2-TZVPD.

Results
gap between HOMO and LUMO = 12.2 eV
E_HOMO = -11.1 eV
electronic energy = -5411.4739 eV
SMILES = CCC.CC

The geometry in XYZ format:
```
19
Properties=species:S:1:pos:R:3:nbo_charge:R:1
C 2.138 -0.905 -0.018 -0.404
C 2.639 0.492 -0.411 -0.611
C 0.845 -1.282 -0.724 -0.615
H 2.045 -0.993 1.066 0.199
H 2.933 -1.638 -0.175 0.196
H 3.444 0.471 -1.149 0.206
H 1.851 1.107 -0.844 0.202
H 0.092 -0.637 -0.289 0.204
H 3.035 1.004 0.470 0.207
H 0.511 -2.304 -0.489 0.205
H 0.791 -1.326 -1.804 0.209
C -3.318 1.158 0.284 -0.610
C -2.057 0.458 0.833 -0.616
H -3.822 1.851 0.949 0.204
H -3.021 1.675 -0.627 0.203
H -4.091 0.435 0.012 0.203
H -1.375 0.420 -0.001 0.203
H -1.592 1.097 1.594 0.203
H -2.154 -0.475 1.391 0.210
```

Computed, not measured: 2 unconnected molecules or ions with the total composition C5H14, with wB97M-V/def2-TZVPD.

Results
gap between HOMO and LUMO = 12.3 eV
E_HOMO = -11.2 eV
electronic energy = -5411.4652 eV
SMILES = CCC.CC

The geometry in XYZ format:
```
19
Properties=species:S:1:pos:R:3:nbo_charge:R:1
C 2.252 0.927 -0.594 -0.392
C 1.072 0.232 0.198 -0.612
C 1.674 1.872 -1.657 -0.612
H 2.759 1.528 0.152 0.200
H 2.786 0.110 -1.052 0.194
H 1.404 -0.796 0.307 0.209
H 1.217 2.677 -1.093 0.198
H 0.152 0.258 -0.386 0.196
H 0.884 0.793 1.109 0.205
H 2.429 2.472 -2.170 0.209
H 0.938 1.359 -2.265 0.204
C -2.626 -0.844 1.154 -0.606
C -1.801 -2.060 0.724 -0.608
H -2.085 0.045 0.827 0.199
H -3.551 -0.758 0.583 0.201
H -2.801 -0.783 2.224 0.205
H -2.081 -2.978 1.236 0.203
H -0.776 -1.924 1.064 0.203
H -1.845 -2.131 -0.360 0.204
```

Computed, not measured: 2 unconnected molecules or ions with the total composition C5H14, with wB97M-V/def2-TZVPD.

Results
gap between HOMO and LUMO (alpha / beta) = 11.5 / 3.4 eV
E_HOMO (alpha / beta) = -14.7 / -14.7 eV
spin multiplicity = 2
electronic energy = -5399.4323 eV
total charge = +1

The geometry in XYZ format:
```
19
Properties=species:S:1:pos:R:3:mulliken_spin:R:1
C -0.343 -2.031 0.450 0.002
C -1.410 -2.408 -0.624 0.004
H 0.114 -2.844 0.972 0.001
H 0.494 -1.507 -0.077 0.001
H -0.843 -1.373 1.151 0.003
H -1.471 -1.517 -1.441 0.001
H -2.359 -2.799 -0.196 0.000
H -0.978 -3.212 -1.331 0.000
C 0.496 2.233 0.076 0.027
C 1.409 1.643 1.031 0.147
C -0.144 1.247 -0.877 0.128
H -0.242 2.700 0.723 0.047
H 1.193 2.787 -0.590 0.239
H 1.826 0.596 0.780 -0.002
H -0.819 1.663 -1.636 0.000
H 1.036 1.440 2.090 0.168
H 2.180 2.302 1.338 0.112
H 0.595 0.545 -1.418 0.029
H -0.735 0.535 -0.421 0.093
```

Computed, not measured: a molecular structure, C5H14AlNO2, with wB97M-V/def2-TZVPD.

Results
gap between HOMO and LUMO = 3.9 eV
E_HOMO = -17.6 eV
electronic energy = -17569.4292 eV
total charge = +2

The geometry in XYZ format:
```
23
Properties=species:S:1:pos:R:3:nbo_charge:R:1
Al 8.716 6.657 25.674 1.121
C 8.122 9.896 23.271 -0.343
O 7.667 8.949 24.185 -0.167
H 7.886 10.893 23.643 0.263
H 9.193 9.909 23.070 0.348
H 7.648 9.770 22.297 0.284
C 11.520 10.132 24.971 -0.601
C 11.578 9.404 26.383 -0.073
C 10.430 9.738 27.421 -0.098
O 9.197 9.264 26.856 -0.495
C 8.096 10.015 27.192 -0.256
N 11.574 8.025 26.114 -0.773
H 12.190 9.657 24.254 0.241
H 11.775 11.186 25.087 0.253
H 10.520 10.062 24.545 0.182
H 12.493 9.525 26.963 0.242
H 10.427 10.813 27.602 0.229
H 10.577 9.238 28.378 0.225
H 7.993 10.051 28.276 0.227
H 7.194 9.543 26.801 0.208
H 8.322 10.989 26.759 0.205
H 11.640 7.613 27.033 0.375
H 12.469 7.776 25.717 0.402
```

Question: Among the records above, which one has the lowest electronic energy?
Answer: C5H14AlNO2

Copy entry 1 word for word.
Computed, not measured: 2 unconnected molecules or ions with the total composition C5H14, with wB97M-V/def2-TZVPD.

Results
gap between HOMO and LUMO = 12.2 eV
E_HOMO = -11.1 eV
electronic energy = -5411.4739 eV
SMILES = CCC.CC

The geometry in XYZ format:
```
19
Properties=species:S:1:pos:R:3:nbo_charge:R:1
C 2.138 -0.905 -0.018 -0.404
C 2.639 0.492 -0.411 -0.611
C 0.845 -1.282 -0.724 -0.615
H 2.045 -0.993 1.066 0.199
H 2.933 -1.638 -0.175 0.196
H 3.444 0.471 -1.149 0.206
H 1.851 1.107 -0.844 0.202
H 0.092 -0.637 -0.289 0.204
H 3.035 1.004 0.470 0.207
H 0.511 -2.304 -0.489 0.205
H 0.791 -1.326 -1.804 0.209
C -3.318 1.158 0.284 -0.610
C -2.057 0.458 0.833 -0.616
H -3.822 1.851 0.949 0.204
H -3.021 1.675 -0.627 0.203
H -4.091 0.435 0.012 0.203
H -1.375 0.420 -0.001 0.203
H -1.592 1.097 1.594 0.203
H -2.154 -0.475 1.391 0.210
```

Question: Number 4 is which compound?
Answer: C5H14AlNO2